# 1
The following is a DFT calculation (ωB97M-V/def2-TZVPD) of a structure of composition C7H8N4O2.

Its total energy is -17436.8909 eV. As for the orbital gap (alpha / beta): 6.17 / 6.07 eV. For the relative energy (zero: lowest compared OMol25 entry of this formula, charge and spin), the calculation gives 736.90 kJ/mol. Its LUMO energy (alpha / beta) is -1.00 / -1.08 eV.

```
! RIJCOSX wB97M-V def2-TZVPD def2/J DEFGRID3
* xyz 0 1
C 1.63872 1.39789 1.95878
C 1.35878 -0.00197 1.93870
C 1.36587 2.13324 0.82217
C 0.69255 -0.52536 0.82954
C 0.69637 1.50949 -0.21718
C 0.22315 0.26562 -0.14731
C -0.63135 -0.23769 -1.14460
N -0.59917 0.23135 -2.38247
N -0.74366 -2.84356 -1.73704
N -1.57005 -1.36747 -0.86947
N -1.13174 -0.02755 -3.44571
O -2.15647 -1.13074 -3.43580
O 0.30845 -2.44565 -1.98623
H 2.14800 1.82366 2.81983
H 1.89565 -0.66718 2.59248
H 1.65021 3.16318 0.53993
H 0.54340 -1.58012 0.74549
H 0.53221 2.12243 -1.09986
H -2.05539 -1.56586 0.05461
H -2.37590 -1.23404 -1.50923
H -1.81302 -1.69502 -4.15488
*
```

=====

# 2
The following is a DFT calculation (ωB97M-V/def2-TZVPD) of a structure of composition C7H8N5.

Its total energy is -14826.1032 eV. As for the orbital gap (alpha / beta): 6.91 / 6.91 eV. For the relative energy (zero: lowest compared OMol25 entry of this formula, charge and spin), the calculation gives 467.64 kJ/mol. Its LUMO energy (alpha / beta) is -5.14 / -5.14 eV.

```
! RIJCOSX wB97M-V def2-TZVPD def2/J DEFGRID3
* xyz 1 1
C 1.59653 -3.39815 -1.39840
C 2.21350 -2.19905 -1.65700
C 0.54812 -3.46878 -0.48877
C 1.76795 -0.96745 -1.30325
C 0.09430 -2.21640 -0.04294
C 0.69000 -0.95059 -0.43795
C -0.58709 -0.76633 0.97945
N -0.82957 -1.98039 0.97182
N -1.19016 2.21954 1.08260
N 0.00781 0.09481 0.25953
N -3.16205 2.75166 1.91790
N -2.36870 1.95237 1.39287
H 2.17732 -4.20679 -1.88568
H 3.08973 -2.33767 -2.24927
H -0.08882 -4.30348 -0.14380
H 2.36671 -0.12840 -1.31245
H -0.86649 3.22471 1.15468
H -0.38864 1.56816 0.75929
H -4.15650 2.78702 1.88290
H -2.80106 3.75838 2.04115
*
```

=====

# 3
The following is a DFT calculation (ωB97M-V/def2-TZVPD) of an isolated molecule of C7H8N6.

Its total energy is -16321.6843 eV. As for the orbital gap (alpha / beta): 8.01 / 7.30 eV. For the relative energy (zero: lowest compared OMol25 entry of this formula, charge and spin), the calculation gives 242.89 kJ/mol. Its LUMO energy (alpha / beta) is -1.52 / -2.13 eV.

```
! RIJCOSX wB97M-V def2-TZVPD def2/J DEFGRID3
* xyz 0 1
C 2.45641 -0.04267 0.07503
C -2.40855 -0.83012 -0.27220
C -0.50618 2.25256 0.30498
C 0.57946 0.42235 -1.68464
C -0.24173 -0.80819 -1.23534
C 1.61117 0.84889 -0.70593
C -0.31577 -0.85288 2.11568
N 2.94456 -0.81864 0.78159
N -3.53522 -1.05649 -0.29664
N -0.55764 3.24511 -0.32512
N -1.15410 -0.59857 -0.11665
N -0.08786 1.23721 0.97494
N -0.67239 0.01429 1.07796
H 0.93796 0.05059 -2.57888
H 0.00236 1.23965 -1.79159
H -0.73314 -1.15554 -2.19911
H 0.28954 -1.70513 -0.88587
H 2.14519 1.83747 -0.68566
H -0.73904 -1.76112 1.93638
H 0.84117 -0.82589 2.37611
H -0.85618 -0.69289 3.13496
*
```

=====

# 4
The following is a DFT calculation (ωB97M-V/def2-TZVPD) of the ion C7H8NO5P2 with charge -1.

Its total energy is -37695.2981 eV. As for the orbital gap: 7.39 eV. As for the SMILES: NOP([O-])OP(O)C(=O)c1ccccc1. Its LUMO energy is 3.17 eV.

```
! RIJCOSX wB97M-V def2-TZVPD def2/J DEFGRID3
* xyz -1 1
N 1.58607 2.07811 -0.82341
O 2.66658 2.01376 0.11758
P 3.88132 1.01150 -0.26616
O 4.72209 0.92314 0.94047
O 2.66653 -0.67171 -0.21352
P 2.78030 -2.19364 -0.34172
O 3.06379 -2.60316 1.22034
C 0.82819 -2.72423 -0.31305
O 0.55726 -3.91068 -0.39632
C -0.16679 -1.66538 -0.10093
C -0.14149 -0.89797 1.04628
C -1.08382 0.06327 1.25936
C -2.11890 0.22553 0.35301
C -2.18714 -0.53545 -0.80317
C -1.26175 -1.54196 -0.95943
H 2.07351 1.96262 -1.65094
H 0.87101 1.32289 -0.63930
H 3.13710 -1.66097 1.57363
H 0.86323 -0.87425 1.52741
H -1.16078 0.59075 2.16317
H -2.99430 0.92814 0.38459
H -2.86127 -0.27989 -1.49366
H -1.43079 -2.07960 -1.88430
*
```

=====

# 5
The following is a DFT calculation (ωB97M-V/def2-TZVPD) of the ion C7H8NO5S with charge -1.

Its total energy is -29953.0971 eV. As for the orbital gap: 6.31 eV. For the relative energy (zero: lowest compared OMol25 entry of this formula, charge and spin), the calculation gives 0.00 kJ/mol. As for the SMILES: O=C([O-])Oc1ccc(O)n1[C@@H](S)CO. Its LUMO energy is 2.79 eV.

```
! RIJCOSX wB97M-V def2-TZVPD def2/J DEFGRID3
* xyz -1 1
O -2.80941 -0.96524 0.97236
C -3.20474 -0.43121 -0.02439
O -4.17976 0.01898 -0.52692
O -1.87204 -0.30093 -1.07323
C -0.99218 0.57054 -0.65711
C -1.13822 1.88272 -0.28677
C 0.11550 2.35876 0.16665
C 0.98971 1.32408 0.06633
O 2.33522 1.27570 0.41564
N 0.35758 0.22540 -0.46546
C 0.91288 -1.07985 -0.65317
S 2.51953 -1.07366 -1.52433
C 0.97599 -1.83773 0.68602
O -0.23105 -2.45877 1.00796
H -2.06137 2.42712 -0.31628
H 0.33839 3.34603 0.52974
H 2.58594 2.17657 0.64782
H 0.23407 -1.62221 -1.32384
H 3.10391 -0.22927 -0.68760
H 1.72145 -2.63899 0.62186
H 1.28667 -1.13000 1.47251
H -0.98809 -1.83802 0.95220
*
```

=====

# 6
The following is a DFT calculation (ωB97M-V/def2-TZVPD) of the ion C7H8NOS with charge -1.

Its total energy is -21759.7533 eV. As for the orbital gap (alpha / beta): 5.44 / 5.44 eV. For the relative energy (zero: lowest compared OMol25 entry of this formula, charge and spin), the calculation gives 0.00 kJ/mol. As for the SMILES: C=CCSc1c[nH]c([O-])c1. Its LUMO energy (alpha / beta) is 3.33 / 3.33 eV.

```
! RIJCOSX wB97M-V def2-TZVPD def2/J DEFGRID3
* xyz -1 1
C -2.18485 -0.03581 -0.18557
C -1.86789 0.95602 0.62649
C -1.47863 2.31719 0.22207
S 0.66179 1.91372 -0.20034
C 1.05323 0.22291 -0.18071
C 1.71431 -0.40087 0.89413
N 2.30000 -1.58180 0.43616
C 1.65595 -1.92127 -0.78496
O 1.52464 -3.12982 -1.01516
C 0.96624 -0.77948 -1.22134
H -2.56746 0.14733 -1.16757
H -2.11712 -1.01776 0.05522
H -1.38139 0.80988 1.56052
H -1.85086 2.59019 -0.76123
H -1.38570 3.19944 0.84594
H 1.94437 -0.11657 1.88390
H 2.65275 -2.28176 1.11148
H 0.36062 -0.89153 -2.11902
*
```

=====

# 7
The following is a DFT calculation (ωB97M-V/def2-TZVPD) of the ion C7H8NS2 with charge +1.

Its total energy is -30541.7034 eV. As for the orbital gap: 9.31 eV. For the relative energy (zero: lowest compared OMol25 entry of this formula, charge and spin), the calculation gives 32.44 kJ/mol. Its LUMO energy is -3.79 eV.

```
! RIJCOSX wB97M-V def2-TZVPD def2/J DEFGRID3
* xyz 1 1
C 2.29662 0.95295 1.64333
C 1.98275 0.15154 2.64375
C 1.31603 0.82696 0.57678
C 0.36887 -0.15050 0.92640
C -0.25011 0.24983 -1.22687
C -0.99243 0.34035 -2.54019
C -1.82127 -1.04827 -0.07843
N -0.57088 -0.39986 -0.15472
S 0.47893 -0.75600 2.49408
S 1.14034 1.23175 -1.09300
H 3.19962 1.50678 1.72144
H 2.67918 0.07130 3.50702
H -1.53341 1.22185 -2.47347
H -0.21377 0.30058 -3.42986
H -1.59267 -0.57460 -2.64625
H -2.54967 -0.43552 0.25201
H -2.07415 -1.66419 -0.95741
H -1.86398 -1.82497 0.83539
*
```

=====

# 8
The following is a DFT calculation (ωB97M-V/def2-TZVPD) of a cluster of 4 separate species, C7H8O in total.

Its total energy is -9423.2277 eV. As for the orbital gap: 8.61 eV. For the relative energy (zero: lowest compared OMol25 entry of this formula, charge and spin), the calculation gives 1255.72 kJ/mol. Its LUMO energy is -0.05 eV.

```
! RIJCOSX wB97M-V def2-TZVPD def2/J DEFGRID3
* xyz 0 1
C -1.72073 -0.80050 1.10483
C -1.55751 -0.33452 -0.24249
C -2.40426 0.44568 -0.88505
C 0.79713 0.23218 -0.04889
C 0.65563 1.43852 0.73986
C 2.07236 -0.35773 -0.09235
C 3.38852 -0.47139 -0.12881
H -2.57297 0.37304 1.79270
H -0.48723 -1.25985 1.87216
H -2.87184 -2.08818 1.10264
H -3.42728 0.21074 -0.72211
H -1.94943 1.49716 -1.54048
H -0.19526 2.19862 1.06790
H 1.70213 1.83426 0.87044
H 4.32800 -0.71851 -0.50355
O -0.23912 -0.37009 -0.82778
*
```

=====

# 9
The following is a DFT calculation (ωB97M-V/def2-TZVPD) of an isolated molecule of C7H8O.

Its total energy is -9433.1216 eV. As for the orbital gap: 9.25 eV. For the relative energy (zero: lowest compared OMol25 entry of this formula, charge and spin), the calculation gives 301.10 kJ/mol. As for the SMILES: COc1ccccc1. Its LUMO energy is 0.95 eV.

```
! RIJCOSX wB97M-V def2-TZVPD def2/J DEFGRID3
* xyz 0 1
C -2.67078 0.18704 0.18073
O -1.65462 -0.77864 -0.34006
C -0.38678 -0.41783 -0.20742
C 0.56565 -1.39146 -0.08613
C 1.85228 -1.17582 0.01446
C 2.30106 0.16118 -0.00742
C 1.36462 1.20136 -0.12355
C 0.01290 0.94750 -0.22354
H -3.62962 -0.22601 0.07900
H -2.12501 0.36655 0.98019
H -2.82629 1.00596 -0.32572
H 0.15521 -2.39726 0.17354
H 2.48536 -1.83323 -0.04980
H 3.34924 0.49432 0.15968
H 1.90809 2.17042 -0.09925
H -0.70134 1.68593 -0.12473
*
```

=====

# 10
The following is a DFT calculation (ωB97M-V/def2-TZVPD) of an isolated molecule of C7H8O.

Its total energy is -9433.7671 eV. As for the orbital gap: 10.14 eV. For the relative energy (zero: lowest compared OMol25 entry of this formula, charge and spin), the calculation gives 238.82 kJ/mol. As for the SMILES: C1=C[C@H]2C=C[C@@H]1CO2. Its LUMO energy is 1.04 eV.

```
! RIJCOSX wB97M-V def2-TZVPD def2/J DEFGRID3
* xyz 0 1
C -1.26431 0.15085 -0.84523
C -0.95219 1.36372 -0.32402
C 0.37158 1.19372 0.49506
C 1.53381 0.60747 -0.29381
C 1.21491 -0.57439 -0.78174
C -0.34035 -0.97821 -0.48302
C -0.34823 -1.07308 1.08500
O 0.05382 0.26495 1.54955
H -2.24256 0.00180 -1.30615
H -1.42566 2.32174 -0.38624
H 0.70412 2.14898 0.94670
H 2.55702 0.91639 -0.36328
H 1.88961 -1.25761 -1.31901
H -0.67511 -1.93134 -0.91134
H -1.37433 -1.26762 1.45810
H 0.29789 -1.88738 1.47943
*
```

=====

# 11
The following is a DFT calculation (ωB97M-V/def2-TZVPD) of a structure of composition C7H8O2.

Its total energy is -11477.8939 eV. As for the orbital gap (alpha / beta): 7.03 / 7.25 eV. For the relative energy (zero: lowest compared OMol25 entry of this formula, charge and spin), the calculation gives 546.69 kJ/mol. Its LUMO energy (alpha / beta) is -0.85 / -0.73 eV.

```
! RIJCOSX wB97M-V def2-TZVPD def2/J DEFGRID3
* xyz 0 1
C 1.62190 -0.67284 1.00806
C 1.27828 0.35954 -0.02318
C -0.40604 -0.51383 -1.13217
C -0.36001 0.51454 -0.25139
C -1.31486 0.45138 1.15072
C -0.48999 -1.55664 -1.89629
C -0.99348 1.79948 -0.23965
O 2.01813 1.16547 -0.50057
O -0.89100 0.65570 2.26095
H -2.25189 -0.08403 0.94174
H 1.03943 -1.58230 0.87757
H 1.37185 -0.26028 1.99177
H 2.68916 -0.88030 0.95926
H -1.34848 -2.22369 -1.86483
H 0.26589 -1.79472 -2.63900
H -1.67845 2.06637 -1.03479
H -0.55044 2.55616 0.39181
*
```

=====

# 12
The following is a DFT calculation (ωB97M-V/def2-TZVPD) of a structure of composition C7H8O2S2.

Its total energy is -33150.4399 eV. As for the orbital gap: 6.67 eV. For the relative energy (zero: lowest compared OMol25 entry of this formula, charge and spin), the calculation gives 196.93 kJ/mol. Its LUMO energy is -1.97 eV.

```
! RIJCOSX wB97M-V def2-TZVPD def2/J DEFGRID3
* xyz 0 1
C 3.12893 1.08355 0.22421
C 1.85947 1.58493 -0.14140
C 3.21208 -0.30376 0.29463
C 0.72700 0.82004 -0.25181
C 2.12725 -1.15996 0.13549
C 0.87477 -0.51847 -0.03920
C -3.89435 -0.86526 -0.39691
O -2.68609 1.42964 -0.50647
O -1.82315 -0.26693 1.08827
S -0.50726 -1.52264 -0.07632
S -3.06878 0.46967 0.49507
H 4.12884 1.58783 0.37957
H 1.71221 2.72405 -0.04422
H 4.26249 -0.57382 0.28637
H -0.19178 1.28499 -0.41172
H 2.03491 -2.18642 0.34640
H -4.12494 -1.52301 0.41315
H -3.12472 -1.41675 -0.81283
H -4.64687 -0.64769 -0.98229
*
```